# 1
Formula: C20H24BF3INO6
Source: the OMol25 dataset
Level of theory: ωB97M-V/def2-TZVPD

```
56
Properties=species:S:1:pos:R:3
N 3.45078 -3.92558 -1.46189
C 3.47952 -2.55181 -1.99030
C 2.08859 -1.98722 -2.34476
C 0.91623 -2.49975 -1.45993
C 0.06878 -1.40576 -0.84019
C 0.47609 -0.55979 0.10175
B 1.95899 -0.60540 0.70389
O 2.19160 -1.57028 1.67456
O 2.93662 0.24679 0.27661
C -0.51145 0.43916 0.63156
O -0.17925 1.56858 0.95338
C -1.93159 -0.06302 0.71604
C -2.73055 0.34558 1.73982
C -4.00198 -0.17798 1.78738
C -4.42814 -1.05821 0.84481
C -3.63910 -1.47981 -0.20957
C -4.14771 -2.48345 -1.21499
C -5.57718 -2.10007 -1.75278
C -6.65942 -3.14658 -1.38746
I -8.20362 -2.26008 -0.19120
C -2.36689 -0.95467 -0.25273
C -1.36346 -1.31361 -1.32679
O -1.64264 -1.48265 -2.49846
H 3.18879 -3.87040 -0.48141
H 4.39180 -4.30401 -1.42230
H 4.05755 -2.58771 -2.91942
H 4.02909 -1.86226 -1.33317
H 2.12103 -0.90019 -2.22857
H 1.86923 -2.19609 -3.39236
H 1.23563 -3.15974 -0.64703
H 0.27250 -3.11148 -2.09478
H 2.44940 -2.40817 1.27632
H 2.53851 1.12926 0.24297
H -2.36366 1.04608 2.47873
H -4.65068 0.10421 2.60897
H -5.42736 -1.47899 0.92182
H -4.16590 -3.47068 -0.73734
H -3.50882 -2.58019 -2.08736
H -5.79000 -1.11692 -1.33200
H -5.49837 -1.93485 -2.82964
H -7.12154 -3.50120 -2.30804
H -6.19199 -4.00548 -0.91169
C 2.23020 5.18040 0.09359
C 2.06235 4.80188 1.54959
O 3.30460 4.32893 2.10444
C 4.15715 5.26321 2.50658
O 3.98363 6.44348 2.44600
C 5.40315 4.60414 3.11386
F 5.83798 3.58292 2.36634
F 5.13507 4.12404 4.33622
F 6.40415 5.47222 3.23076
H 2.64684 4.34586 -0.47246
H 1.27064 5.45854 -0.34072
H 2.91724 6.01960 -0.01651
H 1.35632 3.97782 1.64233
H 1.67123 5.63139 2.13755
```

Multiplicity   1
Highest occupied orbital energy   -9.63 eV
Gap between HOMO and LUMO   8.81 eV
SMILES string   NCCCC1=C(B(O)O)C(=O)c2cccc(CCCI)c2C1=O.CCOC(=O)C(F)(F)F
LUMO level   -0.819 eV

Results of the natural (NBO) charge analysis, in e, for atoms 1 through 8: atom 1 (N): -0.825, atom 2 (C): -0.225, atom 3 (C): -0.405, atom 4 (C): -0.455, atom 5 (C): -0.003, atom 6 (C): -0.433, atom 7 (B): 1.174, atom 8 (O): -0.914

=====

# 2
Formula: HO5P
Source: the OMol25 dataset
Level of theory: ωB97M-V/def2-TZVPD

```
7
Properties=species:S:1:pos:R:3
O -1.55880 0.55971 -1.19405
P -0.78554 0.20390 0.05077
O 0.18409 1.26706 0.57197
O -1.53006 -0.56375 1.11306
O 0.54094 -1.11354 -0.62616
O 1.78154 -0.59354 -0.14600
H 1.36783 0.24015 0.23040
```

Net charge   -2
Multiplicity   1
Highest occupied orbital energy   0.73 eV
Energy relative to the best compared isomer or geometry (same formula, charge and spin)   0.00 kcal per mole
Gap between HOMO and LUMO   6.85 eV
SMILES string   O=P([O-])([O-])OO
LUMO level   7.585 eV

Charge distribution, natural (NBO) scheme, values in e: atom 1 (O): -1.236, atom 2 (P): 2.454, atom 3 (O): -1.233, atom 4 (O): -1.237, atom 5 (O): -0.624, atom 6 (O): -0.597, atom 7 (H): 0.474

=====

# 3
Formula: C7H13F
Source: the OMol25 dataset
Level of theory: ωB97M-V/def2-TZVPD

```
21
Properties=species:S:1:pos:R:3
C 0.36351 -1.35343 -1.98675
C -0.29924 -1.21558 -0.64786
C -0.87213 -0.25374 0.03220
C -1.66124 -0.30138 1.23913
C -0.52287 1.23301 -0.32529
H 1.25490 -1.97165 -1.89887
H 0.64316 -0.30623 -2.40497
H -0.32898 -1.84013 -2.67183
H -0.50937 -2.21912 -0.12801
H -1.80090 -1.38788 1.61395
H -2.62975 0.08807 1.17226
H -1.28885 0.28252 2.06255
H 0.51045 1.34790 -0.50092
H -0.73611 1.94287 0.48666
H -1.00726 1.67230 -1.18810
C 2.51585 0.63496 0.90045
C 1.92121 1.64145 1.48975
F 2.17127 2.94619 1.20508
H 3.27970 1.00760 0.24408
H 2.06360 -0.35094 1.04624
H 1.28675 1.65115 2.39660
```

Multiplicity   1
Highest occupied orbital energy   -9.04 eV
Energy relative to the best compared isomer or geometry (same formula, charge and spin)   46.77 kcal per mole
Gap between HOMO and LUMO   10.04 eV
SMILES string   CC=C(C)C.C=CF
LUMO level   0.996 eV

Results of the natural (NBO) charge analysis, in e, for atoms 1 through 8: atom 1 (C): -0.642, atom 2 (C): -0.187, atom 3 (C): -0.001, atom 4 (C): -0.628, atom 5 (C): -0.660, atom 6 (H): 0.219, atom 7 (H): 0.212, atom 8 (H): 0.226

=====

# 4
Formula: C31H28F5N4O3SeV
Source: the OMol25 dataset
Level of theory: ωB97M-V/def2-TZVPD

```
73
Properties=species:S:1:pos:R:3
V -0.39934 0.71853 -0.13507
C 0.42115 0.18516 2.00934
C -0.77469 -0.56341 1.82011
C -1.83257 0.34986 1.67977
C -1.29616 1.67444 1.77390
C 0.08376 1.56808 2.00864
C 1.03047 2.68702 2.31663
C -2.10048 2.93560 1.82243
C -3.28227 -0.01651 1.66884
C -0.89594 -2.04926 1.98161
C 1.71167 -0.38808 2.50448
H 1.01086 2.90341 3.38837
H 0.76515 3.60020 1.78293
H 2.05231 2.42326 2.04644
H -2.48033 3.09842 2.83390
H -2.94997 2.88678 1.14224
H -1.49348 3.79699 1.54854
H -3.59120 -0.35808 2.66116
H -3.47493 -0.83037 0.96797
H -3.89757 0.83736 1.39472
H -0.56869 -2.34632 2.98168
H -0.28366 -2.58679 1.25720
H -1.92717 -2.36990 1.84748
H 1.71222 -0.37964 3.59817
H 2.56789 0.19248 2.16369
H 1.83696 -1.41822 2.17780
N -4.02414 0.14305 -1.96739
C -2.76001 0.56548 -1.77629
O -2.45105 1.22022 -0.78181
C -1.71366 0.27314 -2.79991
C -0.55385 -0.28016 -1.97256
H -4.63276 0.16003 -1.15959
H -4.19364 -0.59843 -2.62806
H -1.40845 1.21438 -3.27499
H -2.06513 -0.42056 -3.57073
H 0.33167 -0.34672 -2.61483
H -0.82530 -1.29595 -1.65852
O 6.25989 3.66732 -1.32704
N 5.75184 2.57580 -1.01794
O 6.44889 1.60539 -0.68050
C 4.36156 2.47095 -1.02934
C 3.63450 3.64237 -1.28624
C 2.24312 3.66958 -1.29200
C 1.44590 4.80095 -1.59828
C 0.07768 4.67150 -1.56426
C -0.51215 3.45798 -1.20671
N 0.20101 2.37167 -0.90454
C 1.54496 2.47237 -0.96696
C 2.25780 1.27834 -0.71840
N 1.47390 0.21155 -0.46796
C 2.04889 -0.99144 -0.44840
C 3.41492 -1.15830 -0.57322
C 4.24684 -0.05016 -0.70101
C 3.67599 1.22479 -0.80327
H 4.19518 4.54383 -1.47860
H 1.92984 5.73004 -1.85818
H -0.56339 5.50240 -1.82154
H -1.58844 3.35667 -1.17199
H 1.38468 -1.83776 -0.34420
H 3.83568 -2.15455 -0.56505
H 5.31499 -0.16754 -0.74211
F -0.51839 -8.06683 0.57222
C -1.10514 -6.91368 0.18792
C -2.46603 -6.70758 0.38976
F -3.21111 -7.66691 0.97400
C -3.05349 -5.52237 -0.00505
F -4.37121 -5.36843 0.19824
C -2.32468 -4.48057 -0.59192
Se -3.14178 -2.90499 -1.08000
C -0.95516 -4.71080 -0.77368
F -0.18558 -3.74372 -1.30840
C -0.35829 -5.90380 -0.40997
F 0.95912 -6.08959 -0.62364
```

Net charge   -1
Multiplicity   2
Highest occupied orbital energy (alpha / beta)   -2.79 / -2.86 eV
Energy relative to the best compared isomer or geometry (same formula, charge and spin)   29.20 kcal per mole
Gap between HOMO and LUMO (alpha / beta)   3.59 / 3.67 eV
LUMO level (alpha / beta)   0.794 / 0.811 eV

Results of the Mulliken charge analysis, in e, for atoms 1 through 8: atom 1 (V): -0.893, atom 2 (C): 0.350, atom 3 (C): 1.386, atom 4 (C): 0.356, atom 5 (C): 1.065, atom 6 (C): 1.182, atom 7 (C): -1.942, atom 8 (C): -1.956